A structure of composition C4H10NO, computed with ωB97M-V/def2-TZVPD.

Its net charge is +1. As for the HOMO energy: -15.043 eV. The total energy comes out at -7832.497 eV. For the energy above the lowest of the compared OMol25 structures with the same formula, charge and spin, the calculation gives 203.4 kcal per mole.

CARTESIAN COORDINATES (ANGSTROEM)
C  4.50874  -1.12906  -0.37584
C  3.79713  -0.68760  0.79273
C  2.50592  -0.02250  0.66490
C  2.65719  1.52000  0.44594
O  2.02049  1.59153  -1.14807
N  4.06197  -1.09288  -1.57684
H  5.47280  -1.61851  -0.23565
H  -22.17961  -1.00597  -0.58917
H  -22.30635  -1.67234  -0.29040
H  4.25117  -0.94519  1.74626
H  2.46066  2.10149  1.35308
H  2.07909  -0.34637  -0.27654
H  1.79794  2.13586  -0.30746
H  3.42196  -0.30582  -1.76633
H  1.78258  -0.27941  1.43618
H  3.66832  1.75677  0.12721


A cluster of 2 separate species, C2H9NOS2 in total, computed with ωB97M-V/def2-TZVPD.

The structure (SMILES) is NCCSS.O. As for the HOMO energy: -8.533 eV. The total energy comes out at -27426.591 eV. For the energy above the lowest of the compared OMol25 structures with the same formula, charge and spin, the calculation gives 34.7 kcal per mole.

CARTESIAN COORDINATES (ANGSTROEM)
N  2.86634  0.17213  1.23542
C  1.60161  -0.56720  1.71980
C  0.42466  -0.34346  0.76900
S  -1.20604  -0.88629  1.15879
S  -2.09259  -0.07436  -0.47442
H  3.41367  0.13671  2.08795
H  3.36802  -0.39538  0.47372
H  1.28043  0.05855  2.54740
H  1.40068  -1.68398  2.00373
H  0.72766  -0.74742  -0.25504
H  0.17695  0.70586  0.60327
H  -0.99931  -0.32785  -1.32566
O  -3.76624  1.61563  -3.80454
H  -4.03685  0.69854  -3.72904
H  -3.15897  1.63853  -3.01037


A cluster of 2 separate species, C6H8N2O2 in total, computed with ωB97M-V/def2-TZVPD.

The structure (SMILES) is O=c1cc[nH]c(=O)[nH]1.C=C. As for the HOMO energy: -9.504 eV. The total energy comes out at -13424.319 eV. For the energy above the lowest of the compared OMol25 structures with the same formula, charge and spin, the calculation gives 70.4 kcal per mole.

CARTESIAN COORDINATES (ANGSTROEM)
O  -1.03081  2.51540  0.34672
C  -1.47379  1.42618  -0.02276
C  -0.49430  0.28698  -0.17236
C  -1.12381  -0.95761  -0.07890
N  -2.51449  -1.19836  0.07576
C  -3.47366  -0.18008  -0.13093
O  -4.67301  -0.51302  0.12088
N  -2.95261  1.11434  -0.28397
H  0.55798  0.40930  -0.44024
H  -0.55995  -1.90442  0.08153
H  -2.70336  -2.10903  0.04967
H  -3.40389  2.05548  0.21421
C  4.13201  0.33914  -0.36716
C  3.71623  -0.54041  0.44728
H  4.87833  -0.08809  -1.08511
H  3.74389  1.21262  -0.46087
H  4.17838  -1.55453  0.36623
H  3.19684  -0.31390  1.34004


A structure of composition C26H23HgN10O2S, computed with ωB97M-V/def2-TZVPD.

As for the HOMO energy (spin up / spin down): -5.198 / -7.444 eV. The total energy comes out at -61340.823 eV. Its spin multiplicity is 2. For the energy above the lowest of the compared OMol25 structures with the same formula, charge and spin, the calculation gives 0.0 kcal per mole.

CARTESIAN COORDINATES (ANGSTROEM)
Hg  -1.12677  -1.16810  -0.71274
O  -1.67531  0.87137  4.48855
C  -2.20703  1.87295  3.76412
C  -2.54220  3.04805  4.43531
C  -3.07997  4.12014  3.74963
C  -3.29427  4.04353  2.37680
C  -2.95944  2.88194  1.70691
C  -2.41586  1.78262  2.37511
C  -2.02497  0.58755  1.58768
O  -2.10280  0.66595  0.29388
N  -1.57155  -0.45191  2.25115
N  -1.19070  -1.48445  1.44885
C  -0.74740  -2.61172  1.98021
C  -0.37348  -3.68766  1.14785
C  0.12768  -4.90371  1.68825
C  0.49465  -5.92391  0.86342
C  0.36705  -5.76416  -0.53765
C  -0.13691  -4.57124  -0.99469
N  -0.50353  -3.55006  -0.21202
H  -1.51661  0.12031  3.86074
H  -2.36875  3.09049  5.50289
H  -3.33597  5.02357  4.28976
H  -3.71881  4.88029  1.83833
H  -3.11904  2.79518  0.63960
H  -0.69142  -2.71196  3.05925
H  0.21204  -4.99557  2.76456
H  0.87756  -6.84879  1.27623
H  0.63890  -6.54890  -1.22918
H  -0.26686  -4.41702  -2.06448
N  3.52895  -0.65423  -1.13582
C  2.49936  -0.32381  -0.34649
N  1.37997  -0.66792  -0.94071
C  1.79481  -1.22161  -2.10550
N  3.09873  -1.23142  -2.27087
C  0.86116  -1.75520  -3.11022
C  1.31818  -2.26358  -4.32309
N  0.48833  -2.72832  -5.24577
C  -0.80794  -2.67919  -4.96729
C  -1.28081  -2.17606  -3.76606
N  -0.44035  -1.72493  -2.84215
H  4.51384  -0.53412  -0.97035
H  2.59837  0.15925  0.61279
H  2.37965  -2.28775  -4.53366
H  -1.49774  -3.04924  -5.71520
H  -2.33793  -2.12677  -3.54528
N  0.90249  2.20090  -2.98718
C  -0.22902  1.96547  -2.27997
S  -1.60362  1.37450  -3.03921
N  -0.21677  2.19265  -0.95106
C  0.82371  2.68694  -0.13893
C  0.92521  2.16275  1.15284
C  1.90967  2.60727  2.01707
C  2.82216  3.57382  1.60868
C  2.70781  4.11275  0.33810
C  1.71024  3.68851  -0.53301
H  0.88719  1.89341  -3.94358
H  1.79028  2.28583  -2.52102
H  -1.02784  1.77638  -0.46651
H  0.22561  1.40296  1.47768
H  1.95636  2.19536  3.01753
H  3.59349  3.92057  2.28349
H  3.38350  4.89613  0.01852
H  1.59468  4.18393  -1.48610


An isolated molecule of C21H12N8S, computed with ωB97M-V/def2-TZVPD.

As for the HOMO energy: -8.669 eV. The total energy comes out at -44723.668 eV. For the energy above the lowest of the compared OMol25 structures with the same formula, charge and spin, the calculation gives 45.0 kcal per mole.

CARTESIAN COORDINATES (ANGSTROEM)
C  0.12588  0.18997  4.84655
C  4.94755  -2.19767  0.35421
N  6.62795  0.79313  6.00689
C  5.88532  0.33138  5.21907
N  1.14507  -2.30091  1.70872
N  -1.44785  1.65604  -3.15378
N  -1.72416  -1.93980  -1.27831
N  -3.55280  2.33779  -3.60351
N  1.16381  0.01765  4.28827
N  4.46861  -1.56047  1.16729
S  1.23581  0.04825  0.42991
C  1.68999  -1.06030  1.69004
C  -2.29756  2.42596  -3.73321
C  -1.61237  -3.07065  -0.51781
C  -1.95670  0.69130  -2.35757
C  -0.87680  -0.98617  -1.00214
C  -4.14387  1.44879  -2.77303
C  -3.27748  0.59723  -2.07975
C  -0.74504  -3.27357  0.52469
C  3.45699  0.21385  4.64611
C  5.09421  -0.45253  3.08715
C  4.77485  0.01001  4.31538
C  0.19254  -2.27022  0.73694
C  2.40672  -0.15445  3.76115
C  4.08455  -0.94841  2.29814
C  0.10233  -1.19447  -0.02532
C  2.73573  -0.77166  2.62818
N  -0.83647  0.06366  -1.79037
C  -1.79779  3.07411  -4.95080
C  -5.60354  1.48351  -2.60098
H  -2.43214  -3.76009  -0.76106
H  -3.54830  -0.01646  -1.23086
H  -0.65365  -4.13976  1.19144
H  3.27621  0.50122  5.59792
H  6.16639  -0.45483  2.83037
H  -0.01835  0.60439  -1.87773
H  -1.85393  4.11680  -4.92846
H  -0.77277  2.90783  -5.24827
H  -2.46076  2.62476  -5.73150
H  -6.08302  1.81497  -3.51522
H  -5.94790  0.43973  -2.38748
H  -5.93726  2.16007  -1.78124


An isolated molecule of C30H54O3SSi, computed with ωB97M-V/def2-TZVPD.

As for the HOMO energy: -8.958 eV. The total energy comes out at -56841.371 eV.

CARTESIAN COORDINATES (ANGSTROEM)
C  -2.81194  -0.52267  -4.41455
C  -1.35776  -0.05265  -4.20087
C  -1.19289  0.81970  -2.94458
C  -0.94004  2.30930  -3.22027
C  0.53531  2.70551  -3.25530
C  1.41578  1.95255  -4.28625
C  2.65231  1.27529  -3.68999
C  2.45818  -0.02585  -2.87431
C  2.63114  0.18730  -1.35054
C  3.86681  -0.53189  -0.75631
C  3.70284  -1.74829  0.17840
C  4.41602  -1.52461  1.53147
C  3.53713  -0.91060  2.62961
C  3.29369  0.58286  2.36017
C  2.39133  1.28162  3.37539
C  1.97534  2.65755  2.83759
C  1.01766  2.61795  1.63436
C  -0.40430  3.04588  2.03651
C  -1.01677  2.21320  3.15429
C  -1.48745  0.81220  2.76687
C  -2.61476  0.84185  1.71740
Si  -3.76221  -0.66433  1.71549
C  -4.00145  -1.39977  3.43258
C  -5.46910  -0.11499  1.11162
C  -3.21644  -1.96723  0.47291
C  -4.08516  -3.03704  0.18282
C  -3.75113  -4.01061  -0.76726
C  -2.52634  -3.93867  -1.45494
C  -1.64179  -2.89247  -1.17177
C  -1.97839  -1.92894  -0.20581
C  2.22456  -1.63208  2.93366
O  2.26804  -3.05751  2.77112
S  2.44531  -3.63161  1.23814
O  1.23259  -4.36020  0.99657
O  2.33354  -2.18697  0.38357
H  -3.47901  0.31513  -4.21397
H  -2.92274  -0.79901  -5.46098
H  -3.05083  -1.37408  -3.78616
H  -0.75128  -0.95575  -4.11982
H  -1.05352  0.45917  -5.10989
H  -2.13321  0.74324  -2.39498
H  -0.43491  0.41827  -2.27131
H  -1.47516  2.60854  -4.12219
H  -1.38048  2.86169  -2.38706
H  0.56395  3.76920  -3.49571
H  1.00898  2.59909  -2.27892
H  1.81038  2.70591  -4.97002
H  0.84866  1.26248  -4.90262
H  3.29217  1.03558  -4.54041
H  3.19067  2.01751  -3.09782
H  1.49584  -0.47268  -3.12189
H  3.22017  -0.70626  -3.24653
H  1.69957  0.00584  -0.81587
H  2.83307  1.25040  -1.23819
H  4.47073  0.21685  -0.25602
H  4.45829  -0.86368  -1.60524
H  4.22084  -2.58243  -0.29621
H  4.91869  -2.42936  1.86545
H  5.19968  -0.79335  1.34260
H  4.14162  -0.95412  3.53951
H  4.27372  1.05497  2.45502
H  2.96987  0.70911  1.32744
H  2.99117  1.44008  4.27263
H  1.50403  0.71539  3.65655
H  2.90361  3.13986  2.52347
H  1.55922  3.27214  3.63524
H  0.96378  1.63029  1.17182
H  1.39177  3.29400  0.86697
H  -0.32149  4.07568  2.38945
H  -1.03559  3.06162  1.14617
H  -1.86706  2.77175  3.54964
H  -0.29552  2.12677  3.96764
H  -0.62832  0.20537  2.47158
H  -1.88887  0.36010  3.67521
H  -2.17288  0.95734  0.72467
H  -3.20096  1.74795  1.88333
H  -4.51180  -0.67334  4.06254
H  -3.03465  -1.67751  3.84641
H  -4.62260  -2.28881  3.33934
H  -5.43621  0.27657  0.09762
H  -5.96417  0.56505  1.80245
H  -6.07407  -1.02332  1.06579
H  -5.04177  -3.12411  0.68868
H  -4.42218  -4.82953  -0.99666
H  -2.27215  -4.67104  -2.20974
H  -0.69015  -2.81479  -1.68192
H  -1.28681  -1.11832  0.00254
H  1.38068  -1.20356  2.39534
H  1.99757  -1.48168  3.98725


An isolated molecule of C2H6N4O2, computed with ωB97M-V/def2-TZVPD.

The structure (SMILES) is [H]/N=C(/N)O/C(=N\[H])NO. As for the HOMO energy: -8.967 eV. The total energy comes out at -12220.942 eV. For the energy above the lowest of the compared OMol25 structures with the same formula, charge and spin, the calculation gives 131.7 kcal per mole.

CARTESIAN COORDINATES (ANGSTROEM)
H  0.54634  1.47667  -0.69292
N  1.65569  1.41144  -0.66672
C  1.56402  0.10774  -0.38283
N  2.52688  -0.82205  0.23618
O  0.36641  -0.57988  -0.06891
C  -0.87886  -0.05876  0.26370
N  -1.25787  0.43996  1.38295
H  -0.46296  0.61891  2.15309
N  -1.88353  -0.20307  -0.69640
O  -3.14081  -0.22032  -0.38121
H  3.60790  -0.25995  0.49012
H  2.44549  -1.72793  -0.19173
H  -1.77048  -1.08454  -1.43505
H  -3.31821  0.90178  -0.01027